Entry 1:
17
Properties=species:S:1:pos:R:3:forces:R:3 method="wB97M-V/def2-TZVPD" lumo_energy_ev=-3.47 gap_ev=3.99 de_lowest_kcal_mol=126.3 total_charge=0
C 0.290603 1.352694 1.794971 0.113 -0.230 -0.177
S 1.485054 1.770911 0.507203 -0.221 -0.765 -0.044
H -0.715765 1.350390 1.374447 -0.103 0.035 0.200
H 0.504029 0.381805 2.257329 0.052 0.013 -0.192
H 0.337734 2.061694 2.626863 -0.038 0.189 -0.224
C -0.507532 -2.177412 0.506201 0.435 -0.439 -0.881
C -1.540443 -1.396569 -0.346056 -1.035 0.362 0.199
C -0.158341 -0.215768 -1.784070 -0.083 -0.082 -1.992
N -1.136119 -1.207250 -1.700910 1.724 0.163 1.278
H -0.398653 -3.175079 0.076538 -0.082 -0.050 0.179
H 0.479803 -1.721447 0.442525 -0.088 0.197 0.228
H -0.830721 -2.257050 1.540841 -0.113 0.144 -0.029
H -2.472106 -1.968276 -0.348873 0.032 0.086 0.083
H -1.698892 -0.431057 0.173908 0.012 -0.067 -0.138
H 0.413567 -0.280842 -2.720123 -0.500 0.030 -0.144
H -0.538220 0.815254 -1.725865 -0.144 -0.084 0.487
H 0.657871 -0.225950 -1.009593 0.038 0.497 1.164



Entry 2:
17
Properties=species:S:1:pos:R:3:forces:R:3 method="wB97M-V/def2-TZVPD" lumo_energy_ev=0.96 gap_ev=8.87 de_lowest_kcal_mol=41.0 smiles=CN[C@@H](C)CS total_charge=0
C 2.109657 -0.771980 0.513461 -0.738 2.308 -0.493
N 1.093026 0.312091 0.515778 2.932 3.261 -0.862
C -0.319209 0.290344 0.390905 0.046 -2.157 2.500
C -0.730219 -0.815382 -0.579324 -0.665 2.396 -0.376
S -2.534423 -1.043541 -0.451798 0.397 -0.228 -0.689
C -0.972354 1.616293 0.011243 0.849 -0.914 -0.713
H 2.342845 -1.115325 1.546303 -0.338 -0.552 -0.845
H 3.011127 -0.255226 0.116114 -0.314 -0.677 0.312
H 1.775079 -1.462739 -0.274712 0.535 -0.512 0.887
H 1.428876 1.305871 0.620735 -0.093 -2.044 -0.147
H -0.524298 -0.011051 1.474143 -1.618 0.166 -1.202
H -0.283747 -1.725910 -0.455914 1.114 -2.366 1.178
H -0.292782 -0.521628 -1.545962 -0.961 0.359 -0.245
H -2.576941 -1.533134 -1.693656 -0.483 -0.133 -0.046
H -0.250679 2.346004 -0.386484 -0.376 -0.383 -0.290
H -1.464805 2.045382 0.819064 -0.535 0.930 1.797
H -1.811148 1.339937 -0.619901 0.248 0.545 -0.764



Entry 3:
17
Properties=species:S:1:pos:R:3:forces:R:3 method="wB97M-V/def2-TZVPD" lumo_energy_ev=0.85 gap_ev=9.67 de_lowest_kcal_mol=24.6 smiles=CC(C)(S)CN total_charge=0
C -0.082549 1.641603 -0.737851 3.605 -0.297 1.671
C 0.090481 0.277735 0.068400 0.533 1.282 -3.836
C -0.058388 0.516254 1.495477 -1.190 1.228 1.991
C -0.894895 -0.646411 -0.623682 -2.505 -0.890 0.761
H -1.090176 1.940845 -0.668100 -1.140 0.696 0.510
H 0.113161 1.495626 -1.771587 0.316 -0.262 -0.991
H 0.707652 2.408392 -0.366873 -1.713 -0.969 -0.458
H -0.921589 1.305256 1.612402 1.318 -1.983 0.422
H -0.197159 -0.489239 1.955980 -0.470 1.050 0.348
H 0.856827 0.982986 1.939379 -0.677 -0.359 -0.523
H 1.614242 -1.216638 0.928697 0.044 -0.511 0.643
H -1.010366 -0.562625 -1.747163 0.491 0.393 1.191
H -0.659030 -1.663532 -0.423360 0.979 -0.860 -0.199
H -2.868675 0.034507 -0.211363 -0.037 0.541 -0.221
H -2.666202 -1.537820 0.022052 0.606 0.862 0.106
N -2.183968 -0.623271 0.116901 -0.988 -0.881 -0.424
S 1.692575 -0.566872 -0.206402 0.828 0.959 -0.991



Entry 4:
17
Properties=species:S:1:pos:R:3:forces:R:3 method="wB97M-V/def2-TZVPD" lumo_energy_ev=0.63 gap_ev=9.85 de_lowest_kcal_mol=48.5 smiles="C/C=C/C.NS" total_charge=0
C -0.584303 0.532006 1.035114 -0.709 1.223 -1.449
C 0.040308 -0.240035 1.879990 0.817 0.309 1.530
C -1.821213 1.356366 1.382798 -0.580 -0.139 -1.078
C 1.177558 -1.088084 1.387882 3.210 4.019 2.053
N 1.295444 -0.520179 -3.512498 -0.831 -1.231 0.318
S -0.296595 0.007221 -2.956371 0.674 0.160 -0.443
H -0.133770 0.602211 -0.013975 -1.129 -0.082 1.362
H -0.261042 -0.153540 2.970171 0.450 -0.723 -1.307
H -1.748654 1.981596 2.259767 0.546 0.134 0.397
H -2.750796 0.746701 1.582491 1.004 0.392 -0.614
H -1.993082 2.050185 0.534242 -0.327 -0.418 0.507
H 2.216624 -0.922741 1.958967 -2.355 -0.461 -0.695
H 1.464908 -0.816336 0.391959 -0.344 -0.146 -0.781
H 0.871151 -2.029803 1.502916 -0.581 -4.101 0.078
H 1.320142 -1.500698 -3.228613 -0.074 0.007 -0.541
H 2.092919 -0.173886 -2.997554 -0.310 1.095 0.207
H -0.889599 0.169017 -4.177286 0.540 -0.037 0.457



Entry 5:
17
Properties=species:S:1:pos:R:3:forces:R:3 method="wB97M-V/def2-TZVPD" lumo_energy_ev=0.98 gap_ev=9.29 de_lowest_kcal_mol=37.5 smiles="C=CN.CSC" total_charge=0
C -0.612387 0.313314 1.484170 -2.587 -1.245 -0.121
S -1.778651 0.843310 0.165728 0.114 0.411 -0.326
C -2.703649 2.094267 1.112540 1.040 0.711 0.636
H 0.388491 0.680133 1.405088 0.320 0.462 0.139
H -0.655347 -0.791743 1.405859 0.473 0.675 0.155
H -1.235445 0.564691 2.361296 1.156 0.019 0.124
H -3.301113 2.810408 0.539827 0.161 -0.529 -0.326
H -3.322015 1.623204 1.862147 -0.335 -0.194 0.113
H -1.954862 2.705686 1.659765 -0.418 -0.254 -0.318
C 2.320442 -0.964141 -2.547046 1.897 -0.245 0.672
C 1.493594 -1.583695 -1.700195 -1.126 -0.132 -1.193
N 1.434598 -1.419070 -0.324578 1.082 0.552 1.299
H 3.128557 -0.380163 -2.068464 -0.316 -0.180 -0.335
H 2.570611 -1.245841 -3.586746 -1.134 0.381 0.621
H 0.603580 -2.064123 -2.113236 0.414 -0.560 0.137
H 2.278286 -0.974582 0.032615 -0.143 0.321 -0.297
H 1.345303 -2.211660 0.311222 -0.597 -0.193 -0.980



Entry 6:
16
Properties=species:S:1:pos:R:3:forces:R:3 method="wB97M-V/def2-TZVPD" lumo_energy_ev=-3.86 gap_ev=12.41 de_lowest_kcal_mol=0.0 total_charge=+1
C 0.999067 -0.493431 -0.088327 -0.114 -0.123 0.149
C 2.426191 -0.032117 0.314742 -0.875 -0.129 -0.778
C -2.444096 -0.349174 -0.102546 -1.047 -0.945 -0.241
C -0.018666 0.634999 -0.334861 1.335 -0.121 -0.459
O -1.303544 0.381488 0.390325 0.356 1.073 0.889
H -1.597051 1.192394 0.846330 0.128 -0.247 -0.047
H 1.069895 -1.103726 -0.992789 -0.053 0.002 0.157
H 0.606684 -1.132554 0.707494 -0.033 -0.014 -0.059
H 3.049088 -0.917585 0.391620 0.091 -0.006 0.107
H 2.832596 0.588654 -0.479843 0.182 0.140 0.055
H 2.439234 0.508119 1.250531 -0.016 0.128 0.234
H -2.096351 -1.175625 -0.716910 0.174 0.142 0.040
H -2.946368 -0.746283 0.785686 0.147 0.085 -0.240
H -3.125487 0.294265 -0.660045 0.294 0.082 -0.029
H 0.361034 1.572294 0.078964 -0.360 -0.051 0.069
H -0.252223 0.778278 -1.390365 -0.209 -0.016 0.153



Summary of maximum force in eV/Å
2.152 4.469 4.079 5.538 2.873 1.438
(order as listed above)